No. 1
Entry from the Open Molecules 2025 dataset: 10 unconnected molecules or ions with the total composition C20H40Br20 at a distorted geometry (ωB97M-V with the def2-TZVPD basis set).

Last column: Löwdin charge in e.
Geometry (Å):
Br1 -2.85 -0.93 5.60  0.65
C1 -1.34 -1.91 4.88  -0.73
C2 -1.47 -2.14 3.39  -0.69
Br2 0.25 -2.81 2.68  0.63
H1 -1.33 -2.87 5.39  0.06
H2 -0.41 -1.41 5.12  0.01
H3 -1.72 -1.25 2.82  0.00
H4 -2.14 -2.95 3.11  0.04
Br3 3.12 -4.47 -0.07  0.61
C3 3.82 -2.60 -0.03  -0.73
C4 5.27 -2.61 0.42  -0.61
Br4 5.93 -0.83 -0.20  0.63
H5 3.27 -1.94 0.64  -0.01
H6 3.69 -2.25 -1.04  0.02
H7 5.86 -3.38 -0.08  0.05
H8 5.54 -2.70 1.46  0.06
Br5 -3.55 1.49 2.13  0.65
C5 -5.17 0.67 2.87  -0.65
C6 -5.86 -0.08 1.72  -0.65
Br6 -4.92 -1.78 1.41  0.61
H9 -5.73 1.50 3.30  0.06
H10 -4.85 0.02 3.68  -0.01
H11 -5.90 0.49 0.80  0.04
H12 -6.83 -0.35 2.13  0.06
Br7 -2.14 -3.08 -0.36  0.66
C7 -0.80 -4.51 -0.24  -0.69
C8 -0.85 -5.29 -1.55  -0.69
Br8 0.42 -6.78 -1.49  0.60
H13 -0.97 -5.16 0.61  0.06
H14 0.18 -4.07 -0.09  -0.03
H15 -0.61 -4.69 -2.41  -0.02
H16 -1.83 -5.75 -1.67  0.05
Br9 -2.26 0.83 -4.14  0.70
C9 -3.78 0.88 -2.93  -0.66
C10 -4.07 -0.47 -2.31  -0.67
Br10 -5.58 -1.35 -3.25  0.60
H17 -4.61 1.30 -3.49  0.04
H18 -3.52 1.61 -2.16  0.04
H19 -4.47 -0.37 -1.31  0.01
H20 -3.24 -1.17 -2.41  0.00
Br11 4.52 1.28 2.31  0.69
C11 2.61 0.88 2.42  -0.70
C12 1.84 1.77 3.38  -0.60
Br12 0.00 1.03 3.55  0.70
H21 2.47 -0.16 2.71  0.03
H22 2.18 1.04 1.43  -0.05
H23 1.76 2.83 3.15  0.04
H24 2.28 1.71 4.37  0.05
Br13 1.16 -0.77 -0.33  0.68
C13 -0.45 0.14 -1.08  -0.65
C14 -0.88 1.25 -0.15  -0.67
Br14 0.37 2.76 -0.06  0.78
H25 -1.18 -0.64 -1.23  -0.04
H26 -0.12 0.55 -2.03  0.01
H27 -1.02 0.85 0.86  -0.03
H28 -1.90 1.61 -0.31  0.02
Br15 4.02 1.49 -2.92  0.57
C15 3.74 1.96 -1.03  -0.74
C16 4.88 2.89 -0.63  -0.74
Br16 4.87 4.51 -1.73  0.57
H29 3.72 1.07 -0.41  -0.04
H30 2.80 2.50 -0.97  -0.04
H31 5.87 2.45 -0.60  0.05
H32 4.67 3.25 0.38  -0.03
Br17 0.46 -1.21 -7.90  0.61
C17 -0.05 -1.22 -6.00  -0.73
C18 0.69 -2.31 -5.27  -0.68
Br18 0.24 -2.20 -3.40  0.73
H33 -1.12 -1.39 -5.95  0.03
H34 0.24 -0.28 -5.54  0.03
H35 1.78 -2.23 -5.38  0.06
H36 0.52 -3.33 -5.63  0.06
Br19 -1.54 7.27 1.58  0.58
C19 0.36 7.01 1.06  -0.67
C20 0.85 5.75 1.73  -0.75
Br20 2.69 5.50 1.21  0.67
H37 0.85 7.95 1.25  0.05
H38 0.25 6.88 -0.02  0.05
H39 0.20 4.92 1.43  -0.03
H40 0.80 5.82 2.81  0.06

Properties
Total charge: 0
HOMO-LUMO gap in eV: 9.597
Relative energy (zero: lowest compared OMol25 entry of this formula, charge and spin) in kcal per mole: 18.8
HOMO level in eV: -9.55


No. 2
Entry from the Open Molecules 2025 dataset: a molecular structure, C20H40CaP2Si at a distorted geometry (ωB97M-V with the def2-TZVPD basis set).

Last column: natural (NBO) charge in e.
Geometry (Å):
P1 -0.26 -1.36 -3.68  0.83
P2 0.30 1.80 -3.63  0.84
C1 -0.37 -0.42 -5.29  -0.71
C2 0.36 0.94 -5.27  -0.72
H1 -1.45 -0.28 -5.48  0.23
H2 0.03 -1.08 -6.07  0.22
H3 1.43 0.80 -5.52  0.23
H4 -0.07 1.63 -6.01  0.22
C3 -1.40 2.51 -3.76  -0.95
H5 -1.57 3.16 -2.89  0.24
H6 -2.16 1.71 -3.76  0.23
H7 -1.48 3.10 -4.69  0.22
C4 1.23 3.36 -3.87  -0.94
H8 0.77 3.96 -4.67  0.22
H9 2.27 3.13 -4.12  0.23
H10 1.21 3.91 -2.93  0.24
C5 -1.12 -2.93 -4.05  -0.94
H11 -1.00 -3.59 -3.18  0.24
H12 -0.70 -3.41 -4.94  0.21
H13 -2.19 -2.73 -4.19  0.23
C6 1.48 -1.96 -3.87  -0.94
H14 2.19 -1.14 -3.79  0.23
H15 1.58 -2.46 -4.84  0.22
H16 1.68 -2.68 -3.06  0.23
Ca1 0.32 -0.02 2.42  0.90
C7 0.56 2.03 -0.21  -0.20
C8 -0.77 1.86 -0.35  -0.22
C9 -1.51 0.84 -1.14  -0.52
C10 -1.92 -0.49 -0.45  -0.46
C11 -0.80 -1.41 -0.08  -0.20
C12 0.54 -1.22 -0.20  -0.28
C13 1.26 -0.25 -1.10  -0.55
C14 1.69 1.11 -0.51  -0.47
C15 0.30 -3.21 3.48  -0.69
H17 0.89 2.98 0.24  0.22
H18 -1.43 2.61 0.12  0.21
H19 -0.93 0.53 -2.02  0.26
H20 -2.42 1.30 -1.57  0.22
H21 -2.57 -0.26 0.41  0.22
H22 -2.59 -1.02 -1.17  0.23
H23 -1.13 -2.36 0.36  0.21
H24 1.20 -2.01 0.21  0.22
H25 0.67 0.00 -1.99  0.28
H26 2.15 -0.74 -1.55  0.22
H27 2.33 0.96 0.39  0.21
H28 2.40 1.57 -1.22  0.23
H29 1.04 -3.80 4.06  0.21
H30 0.61 -3.24 2.42  0.20
H31 -0.67 -3.74 3.53  0.23
C16 1.50 -0.42 7.39  -1.11
Si1 0.02 0.07 6.34  1.62
C17 -1.55 -0.48 7.22  -1.11
C18 -0.02 1.93 6.21  -1.12
C19 0.13 -0.83 4.70  -0.86
C20 0.21 -1.86 3.99  -0.30
H32 1.29 -0.25 8.46  0.23
H33 2.38 0.17 7.10  0.23
H34 1.74 -1.48 7.25  0.24
H35 -1.42 -0.39 8.31  0.23
H36 -2.41 0.13 6.92  0.23
H37 -1.78 -1.53 6.99  0.24
H38 0.86 2.31 5.67  0.24
H39 -0.93 2.26 5.69  0.24
H40 -0.02 2.39 7.21  0.23

Properties
Total charge: 0
HOMO-LUMO gap (spin up / spin down) in eV: 4.376 / 4.186
Relative energy (zero: lowest compared OMol25 entry of this formula, charge and spin) in kcal per mole: 0.0
HOMO level (spin up / spin down) in eV: -4.33 / -3.65


No. 3
Entry from the Open Molecules 2025 dataset: a molecular structure, C20H40CeNOP3S at a distorted geometry (ωB97M-V with the def2-TZVPD basis set).

Last column: Löwdin charge in e.
Geometry (Å):
Ce1 -0.60 0.10 0.32  0.86
P1 1.38 0.96 2.23  0.76
P2 -0.98 2.81 -0.37  0.75
P3 1.88 -0.45 -1.15  0.76
H1 -0.69 -4.64 1.38  0.05
C1 0.41 -4.69 1.35  -0.07
C2 1.14 -4.14 2.32  -0.08
H2 0.65 -3.63 3.17  0.04
C3 0.79 1.30 3.91  -0.22
C4 2.25 2.53 1.85  -0.20
C5 2.75 -0.19 2.56  -0.20
C6 -2.35 2.81 -1.59  -0.21
C7 -1.55 4.07 0.82  -0.19
C8 0.32 3.72 -1.29  -0.20
C9 2.67 -2.06 -0.73  -0.20
C10 3.32 0.67 -1.24  -0.22
C11 1.51 -0.67 -2.93  -0.21
H3 0.85 -5.23 0.50  0.07
H4 2.24 -4.20 2.35  0.07
H5 0.52 0.37 4.41  0.06
H6 -0.09 1.95 3.89  0.04
H7 1.62 1.80 4.45  0.09
H8 1.52 3.34 1.73  0.05
H9 2.83 2.44 0.92  0.05
H10 2.91 2.74 2.69  0.09
H11 2.35 -1.20 2.76  0.05
H12 3.28 0.18 3.45  0.09
H13 3.44 -0.25 1.71  0.04
H14 -2.54 3.84 -1.92  0.09
H15 -3.25 2.40 -1.11  0.06
H16 -2.09 2.18 -2.45  0.06
H17 -2.25 4.76 0.34  0.09
H18 -0.67 4.62 1.20  0.07
H19 -2.04 3.57 1.66  0.02
H20 -0.15 4.47 -1.94  0.09
H21 0.89 3.01 -1.90  0.04
H22 1.00 4.21 -0.58  0.06
H23 3.00 -2.53 -1.67  0.08
H24 1.96 -2.72 -0.22  0.02
H25 3.53 -1.90 -0.07  0.07
H26 3.94 0.37 -2.10  0.09
H27 3.92 0.60 -0.32  0.05
H28 2.99 1.70 -1.38  0.05
H29 2.43 -0.98 -3.44  0.09
H30 1.14 0.27 -3.35  0.07
H31 0.73 -1.44 -3.07  0.04
C12 -2.25 -1.65 -2.15  -0.26
C13 -2.98 -0.89 -3.05  0.02
C14 -2.93 -1.26 -4.39  0.00
C15 -2.20 -2.38 -4.79  0.00
C16 -1.54 -3.16 -3.83  -0.02
C17 -1.57 -2.81 -2.48  -0.01
O1 -1.94 -0.97 -0.96  -0.17
H32 -1.59 -1.56 -0.16  0.11
H33 -3.48 0.02 -2.70  0.13
H34 -3.43 -0.64 -5.13  0.14
H35 -2.11 -2.63 -5.85  0.15
H36 -0.95 -4.02 -4.16  0.14
H37 -1.01 -3.38 -1.72  0.14
S1 -2.85 1.34 3.31  1.22
C18 -2.40 -0.12 4.16  -0.23
C19 -1.97 -1.10 3.30  -0.09
N1 -1.97 -0.71 1.96  -0.16
C20 -2.52 0.56 1.78  -0.55
H38 -2.47 -0.20 5.24  0.13
H39 -1.64 -2.10 3.57  0.15
H40 -3.12 0.80 0.89  0.12

Properties
Total charge: +4
HOMO-LUMO gap (spin up / spin down) in eV: 5.462 / 4.235
Relative energy (zero: lowest compared OMol25 entry of this formula, charge and spin) in kcal per mole: 0.0
HOMO level (spin up / spin down) in eV: -20.18 / -20.06


No. 4
Entry from the Open Molecules 2025 dataset: 20 unconnected molecules or ions with the total composition C20H40Cl40 at a distorted geometry (ωB97M-V with the def2-TZVPD basis set).

Last column: Löwdin charge in e.
Geometry (Å):
C1 -3.41 -1.93 -2.43  -1.06
Cl1 -1.95 -2.14 -3.31  0.54
Cl2 -4.75 -2.10 -3.59  0.50
H1 -3.49 -2.72 -1.69  -0.01
H2 -3.41 -0.96 -1.92  -0.02
C2 0.09 -0.28 0.09  -1.03
Cl3 1.62 0.63 0.05  0.48
Cl4 -1.17 0.54 -0.83  0.53
H3 0.31 -1.30 -0.23  -0.05
H4 -0.24 -0.30 1.13  0.00
C3 -3.70 -1.19 5.74  -1.01
Cl5 -4.12 -1.80 7.42  0.46
Cl6 -1.98 -1.38 5.47  0.51
H5 -4.24 -1.75 4.98  -0.04
H6 -3.95 -0.13 5.74  -0.02
C4 -1.07 1.90 6.55  -0.99
Cl7 0.18 3.18 6.32  0.52
Cl8 -2.60 2.72 6.94  0.49
H7 -1.17 1.42 5.59  -0.02
H8 -0.92 1.26 7.42  0.03
C5 -4.89 -4.54 2.09  -0.96
Cl9 -3.37 -4.16 1.22  0.49
Cl10 -4.79 -4.05 3.79  0.54
H9 -5.70 -3.94 1.66  0.03
H10 -5.17 -5.58 1.96  0.04
C6 4.05 6.41 -0.55  -0.95
Cl11 5.34 5.65 0.39  0.52
Cl12 2.60 5.30 -0.47  0.44
H11 3.71 7.33 -0.09  0.03
H12 4.30 6.54 -1.61  0.00
C7 -0.29 -0.50 -6.45  -1.01
Cl13 -1.62 -0.63 -7.65  0.48
Cl14 0.67 -2.02 -6.69  0.46
H13 0.35 0.37 -6.60  0.01
H14 -0.71 -0.48 -5.44  -0.05
C8 1.88 -2.81 -3.05  -0.93
Cl15 1.42 -3.40 -1.41  0.51
Cl16 1.63 -1.06 -3.30  0.50
H15 2.95 -2.99 -3.07  -0.02
H16 1.40 -3.42 -3.81  0.02
C9 -2.19 -6.14 -1.85  -1.00
Cl17 -0.96 -5.67 -3.05  0.49
Cl18 -3.81 -5.76 -2.48  0.50
H17 -2.14 -7.21 -1.65  0.03
H18 -2.00 -5.63 -0.91  -0.04
C10 -4.08 0.80 1.80  -0.97
Cl19 -3.73 1.56 3.35  0.51
Cl20 -3.31 -0.82 1.86  0.48
H19 -5.15 0.77 1.60  0.04
H20 -3.54 1.28 0.98  -0.05
C11 5.92 -0.87 -1.08  -0.98
Cl21 4.99 0.71 -1.20  0.47
Cl22 5.55 -1.99 -2.34  0.56
H21 6.98 -0.65 -1.14  0.03
H22 5.70 -1.29 -0.10  0.02
C12 -0.12 3.20 -3.11  -0.99
Cl23 0.09 4.91 -3.62  0.46
Cl24 -0.44 2.21 -4.56  0.50
H23 0.78 2.83 -2.60  0.01
H24 -0.94 3.14 -2.39  -0.02
C13 0.53 4.15 2.89  -1.01
Cl25 2.22 3.66 3.12  0.55
Cl26 -0.43 2.95 2.06  0.52
H25 0.02 4.34 3.84  -0.02
H26 0.57 5.07 2.31  0.02
C14 5.46 2.43 1.86  -1.09
Cl27 5.88 0.81 2.38  0.53
Cl28 5.61 3.57 3.18  0.50
H27 6.17 2.72 1.08  0.01
H28 4.42 2.45 1.55  -0.01
C15 -4.90 1.26 -5.18  -0.96
Cl29 -5.56 2.78 -5.85  0.51
Cl30 -3.65 1.47 -3.87  0.47
H29 -5.74 0.69 -4.78  0.01
H30 -4.47 0.64 -5.97  0.02
C16 3.10 1.15 5.05  -1.04
Cl31 4.52 0.19 5.58  0.47
Cl32 1.74 0.04 4.92  0.50
H31 2.91 2.03 5.67  0.01
H32 3.30 1.46 4.02  -0.06
C17 3.43 -5.71 0.40  -1.09
Cl33 3.79 -7.14 1.41  0.50
Cl34 4.87 -5.05 -0.35  0.52
H33 2.65 -5.78 -0.35  0.00
H34 3.04 -4.88 1.00  0.00
C18 -4.61 4.25 -1.58  -1.01
Cl35 -3.39 3.73 -0.43  0.53
Cl36 -3.73 5.18 -2.81  0.49
H35 -5.12 3.42 -2.06  0.01
H36 -5.35 4.90 -1.11  0.03
C19 4.39 3.35 -3.62  -0.98
Cl37 3.44 1.98 -4.26  0.49
Cl38 3.60 4.91 -4.03  0.48
H37 4.35 3.25 -2.53  -0.02
H38 5.42 3.31 -3.97  0.04
C20 0.05 -4.94 2.66  -0.97
Cl39 -0.22 -6.25 1.47  0.50
Cl40 0.11 -3.37 1.84  0.51
H39 -0.80 -4.93 3.35  0.02
H40 0.95 -5.20 3.20  0.03

Properties
Total charge: 0
HOMO-LUMO gap in eV: 10.551
Relative energy (zero: lowest compared OMol25 entry of this formula, charge and spin) in kcal per mole: 1.2
HOMO level in eV: -10.51


No. 5
Entry from the Open Molecules 2025 dataset: 6 unconnected molecules or ions with the total composition C20H40Cl4O12 at a distorted geometry (ωB97M-V with the def2-TZVPD basis set).

Last column: Löwdin charge in e.
Geometry (Å):
Cl1 -1.63 4.42 -6.71  0.50
C1 -0.18 3.60 -5.97  -0.60
C2 -0.43 3.33 -4.45  -0.66
Cl2 -0.09 4.81 -3.44  0.49
H1 0.75 4.15 -6.09  0.07
H2 -0.04 2.57 -6.31  0.04
H3 0.23 2.55 -4.08  0.04
H4 -1.42 2.95 -4.16  0.02
Cl3 -1.59 0.96 -2.20  0.53
C3 -1.51 -0.06 -0.67  -0.58
C4 -2.96 -0.23 -0.11  -0.66
Cl4 -3.85 -0.93 -1.44  0.54
H5 -0.90 0.54 0.00  0.06
H6 -1.14 -1.00 -1.09  0.05
H7 -3.41 0.72 0.16  0.06
H8 -3.05 -1.01 0.64  0.04
C5 -2.78 1.37 4.12  -0.07
C6 -2.27 2.56 3.36  -0.23
O1 -0.85 2.49 3.20  0.02
C7 -0.02 2.82 4.21  -0.58
O2 -0.29 3.24 5.32  0.11
O3 1.24 2.79 3.84  -0.02
C8 2.32 2.94 4.60  -0.14
H9 -2.00 0.60 4.03  0.07
H10 -3.70 1.00 3.67  0.07
H11 -2.97 1.72 5.13  0.08
H12 -2.42 3.51 3.86  0.12
H13 -2.78 2.57 2.40  0.11
H14 3.14 2.92 3.88  0.10
H15 2.44 2.00 5.14  0.08
H16 2.30 3.78 5.29  0.10
C9 -4.02 -5.29 3.94  -0.09
C10 -3.06 -4.20 4.45  -0.23
O4 -2.87 -3.34 3.28  -0.03
C11 -1.77 -2.48 3.12  -0.49
O5 -1.25 -2.17 2.01  0.02
O6 -1.18 -2.21 4.32  -0.08
C12 0.13 -1.51 4.48  -0.11
H17 -3.68 -6.16 4.50  0.06
H18 -3.82 -5.53 2.89  0.08
H19 -5.07 -5.05 4.16  0.07
H20 -2.13 -4.64 4.80  0.11
H21 -3.52 -3.62 5.25  0.11
H22 0.19 -0.64 3.83  0.05
H23 1.03 -2.07 4.22  0.04
H24 0.23 -1.20 5.52  0.06
C13 2.49 0.26 1.57  -0.07
C14 2.27 -0.02 0.08  -0.21
O7 3.45 -0.28 -0.70  -0.03
C15 4.25 0.76 -0.90  -0.62
O8 4.00 1.97 -0.85  0.11
O9 5.51 0.38 -0.87  -0.01
C16 5.98 -0.88 -0.51  -0.09
H25 2.65 1.34 1.61  0.07
H26 3.38 -0.30 1.86  0.06
H27 1.57 0.12 2.13  0.06
H28 1.75 0.82 -0.39  0.11
H29 1.62 -0.90 0.07  0.11
H30 5.46 -1.51 -1.23  0.09
H31 5.73 -1.14 0.52  0.08
H32 7.06 -0.90 -0.67  0.09
C17 -1.90 -1.51 -6.34  -0.06
C18 -1.19 -0.52 -5.28  -0.17
O10 0.20 -0.84 -5.00  0.00
C19 1.18 -0.33 -5.75  -0.63
O11 1.07 0.30 -6.75  0.13
O12 2.36 -0.43 -5.16  0.01
C20 2.61 -0.96 -3.85  -0.03
H33 -1.32 -1.41 -7.26  0.06
H34 -2.98 -1.47 -6.49  0.07
H35 -1.78 -2.58 -6.18  0.06
H36 -1.72 -0.80 -4.37  0.08
H37 -1.32 0.48 -5.70  0.11
H38 3.52 -0.46 -3.49  0.08
H39 2.90 -2.01 -3.89  0.09
H40 1.85 -0.68 -3.12  0.09

Properties
2S+1: 2
Total charge: -1
HOMO-LUMO gap (spin up / spin down) in eV: 1.787 / 10.733
HOMO level (spin up / spin down) in eV: 0.54 / -8.45


No. 6
Entry from the Open Molecules 2025 dataset: 3 unconnected molecules or ions with the total composition C20H40F2I2NO13P3 at a distorted geometry (ωB97M-V with the def2-TZVPD basis set).

Last column: Löwdin charge in e.
Geometry (Å):
C1 -2.45 -0.23 1.40  -0.09
C2 -1.14 0.55 1.30  -0.41
F1 -1.41 1.92 1.32  -0.01
C3 0.00 0.20 2.28  -0.56
I1 0.10 -1.98 2.02  1.04
C4 1.40 0.70 1.79  -0.85
F2 1.51 0.97 0.49  0.05
I2 3.04 -0.76 2.18  0.88
O1 1.73 1.73 2.65  0.01
C5 1.34 1.29 3.90  -0.52
O2 2.03 1.43 4.84  0.18
C6 -0.09 0.65 3.77  -0.32
C7 -0.97 1.89 4.11  -0.10
C8 -2.42 1.56 4.35  -0.25
O3 -3.30 2.09 3.73  0.08
P1 -0.12 -0.57 5.18  0.46
N1 -0.27 0.29 6.46  -0.12
O4 1.18 -1.48 5.21  -0.18
O5 -1.36 -1.56 5.05  -0.15
H1 -3.26 0.45 1.15  0.10
H2 -2.48 -1.02 0.66  0.07
H3 -2.64 -0.66 2.38  0.05
H4 -0.74 0.34 0.31  0.13
H5 -0.87 2.64 3.33  0.10
H6 -0.56 2.33 5.02  0.13
H7 -2.65 0.79 5.11  0.12
H8 0.49 0.15 7.11  0.00
H9 1.86 -1.05 5.75  0.09
H10 -1.93 -1.33 4.31  0.04
O6 0.03 5.47 -2.58  -0.22
P2 0.66 6.27 -1.52  0.47
O7 -0.44 6.61 -0.39  -0.18
C9 -1.10 5.52 0.26  -0.26
C10 -0.18 4.75 1.18  -0.07
O8 0.86 7.74 -2.16  -0.19
C11 0.50 8.01 -3.51  -0.28
C12 -0.96 8.41 -3.63  -0.07
O9 2.01 6.42 -0.65  -0.16
C13 2.93 5.34 -0.40  -0.26
C14 2.99 4.29 -1.50  -0.08
H11 -1.55 4.86 -0.48  0.12
H12 -1.92 5.96 0.84  0.12
H13 0.56 4.19 0.60  0.06
H14 -0.74 4.03 1.76  0.05
H15 0.34 5.42 1.86  0.09
H16 0.73 7.16 -4.14  0.10
H17 1.13 8.84 -3.84  0.12
H18 -1.61 7.76 -3.04  0.07
H19 -1.28 8.35 -4.67  0.08
H20 -1.12 9.43 -3.28  0.07
H21 2.68 4.87 0.55  0.10
H22 3.91 5.79 -0.27  0.12
H23 1.99 3.95 -1.80  0.06
H24 3.56 3.43 -1.16  0.08
H25 3.47 4.70 -2.39  0.09
O10 -0.06 -5.17 -1.66  -0.23
P3 0.00 -6.55 -2.16  0.47
O11 -1.49 -7.18 -2.13  -0.19
C15 -2.53 -6.54 -2.86  -0.28
C16 -2.37 -6.68 -4.36  -0.07
O12 0.69 -7.40 -0.97  -0.19
C17 1.13 -6.76 0.22  -0.28
C18 0.02 -6.63 1.24  -0.07
O13 0.68 -7.48 -3.28  -0.16
C19 1.19 -6.99 -4.53  -0.26
C20 1.71 -5.57 -4.49  -0.08
H26 -2.59 -5.49 -2.57  0.11
H27 -3.46 -7.02 -2.55  0.12
H28 -1.52 -6.08 -4.71  0.06
H29 -3.25 -6.30 -4.87  0.08
H30 -2.21 -7.72 -4.64  0.09
H31 1.56 -5.78 -0.01  0.10
H32 1.94 -7.37 0.62  0.12
H33 -0.92 -6.31 0.79  0.07
H34 0.30 -5.92 2.02  0.07
H35 -0.18 -7.60 1.72  0.08
H36 0.41 -7.10 -5.30  0.10
H37 1.99 -7.67 -4.83  0.12
H38 0.99 -4.88 -4.03  0.06
H39 1.91 -5.22 -5.50  0.08
H40 2.64 -5.51 -3.92  0.09

Properties
Total charge: 0
HOMO-LUMO gap in eV: 7.753
HOMO level in eV: -8.81